ORCA calculation (the ωB97M-V functional and the def2-TZVPD basis) on 4 unconnected molecules or ions with the total composition C7H11N.

Last column: Mulliken charge in e.
Positions of all 19 atoms, in Å:
C -0.097 0.176 -2.355  -0.798
C 0.222 0.750 -0.793  0.360
C -0.916 1.700 -0.217  -1.204
C 0.232 -0.367 0.183  0.357
C 1.322 -0.382 1.056  -0.523
C 1.035 -1.163 2.177  -0.467
C -0.700 -1.286 0.565  -0.720
H 0.299 -1.232 -2.416  0.213
H 0.855 0.856 -3.235  0.228
H -1.515 0.441 -2.471  0.200
H 1.173 1.401 -0.906  0.364
H -1.019 2.754 -0.806  0.301
H -1.995 1.117 -0.220  0.252
H -0.667 1.945 0.926  0.308
H 2.388 0.010 0.831  0.251
H 1.712 -1.096 3.160  0.288
H -0.544 -2.261 2.482  0.201
H -1.537 -1.808 0.169  0.435
N -0.247 -1.554 1.870  -0.047

Its largest force on an atom is 0.09579 hartree/bohr. For the HOMO-LUMO gap, the calculation gives 9.07 eV. Its energy above the lowest of the compared OMol25 structures with the same formula, charge and spin is 160.53 kcal per mole. Its net charge is 0. As for the LUMO energy: 0.845 eV. The total energy is -327.83215 a.u. The molar mass is 109.17 g mol⁻¹.